[1]
ORCA calculation (ωB97M-V with the def2-TZVPD basis set) on a 2-piece molecular cluster, C3H3N3O overall.

```
10
Properties=species:S:1:pos:R:3:forces:R:3
C 0.61009 1.09458 -0.01517 -2.736 1.849 -0.516
C 2.12456 -0.79736 0.31332 0.952 0.453 -0.182
C -1.47911 -0.85602 -0.06431 4.570 -5.188 1.220
N -0.12454 2.05895 -0.09164 2.666 -2.092 0.769
N 3.06367 -1.46236 0.44869 -0.645 0.079 0.055
N 1.10047 -0.01499 0.09845 0.611 0.236 0.233
O -2.28573 -0.03633 -0.42222 -3.793 3.868 -1.934
H -0.64368 -1.29802 -0.74744 -1.639 0.822 0.963
H -1.45856 -1.20543 0.98504 -0.015 0.118 -0.353
H -0.90718 2.51697 -0.50474 0.030 -0.145 -0.255
```
Forces are in eV/Å.

2S+1	3
HOMO level (alpha / beta)	-0.2480 / -0.3812	Ha
⟨S²⟩	2.006


[2]
ORCA calculation (ωB97M-V with the def2-TZVPD basis set) on one molecule with the formula C5H5FIN.

```
13
Properties=species:S:1:pos:R:3:forces:R:3
F -0.39880 -1.20686 -1.48140 0.994 -0.809 -0.982
C -0.71812 -0.88500 -0.18279 -0.461 -0.041 0.116
C -1.23615 0.49625 -0.25381 -1.926 0.607 0.066
C -0.37664 1.48757 -0.45296 -1.786 -1.029 0.319
N 0.95630 1.24706 -0.54712 1.626 0.052 0.480
C 1.33073 0.23169 0.09745 0.696 0.120 -0.193
I 3.33827 -0.12917 0.19485 1.224 -0.151 -0.015
C 0.48120 -0.81071 0.76463 -0.409 0.685 -1.044
H -1.54188 -1.54649 0.01516 0.013 -0.594 1.017
H -2.33911 0.60862 -0.24548 0.929 0.292 -0.012
H -0.69151 2.47740 -0.50177 -0.403 1.645 -0.364
H 0.04771 -0.31868 1.64466 0.304 -0.456 0.401
H 1.14800 -1.65167 0.94858 -0.801 -0.320 0.210
```
Forces are in eV/Å.

HOMO level	-0.3358	Ha


[3]
ORCA calculation (ωB97M-V with the def2-TZVPD basis set) on C26H23IN4O4STi as an isolated structure.

```
60
Properties=species:S:1:pos:R:3:forces:R:3
Ti -0.51959 -0.17214 0.24497 1.172 -0.514 0.015
C -1.81788 4.00984 -1.13234 0.030 0.056 0.019
C -2.17289 3.65718 0.28028 -0.043 -0.059 -0.022
N -2.94950 4.48805 0.94723 -0.023 0.007 -0.004
C -3.25028 4.22798 2.22687 0.019 0.001 0.008
C -2.76013 3.14786 2.92306 0.002 -0.012 -0.030
C -3.08670 2.96900 4.38045 -0.001 0.003 0.014
O -1.94670 3.12221 5.22580 -0.005 0.003 -0.013
C -1.94164 2.23688 2.22945 0.036 -0.050 0.039
C -1.22808 1.17981 2.93402 0.026 0.113 -0.128
N -0.61278 0.27783 2.27575 -0.166 -0.107 0.390
C 0.44375 -0.57373 2.67582 0.807 -0.295 -0.206
C 0.87090 -1.05196 3.90984 -0.562 0.333 0.271
C 2.05488 -1.76653 3.94759 0.071 -0.049 -0.051
C 2.79524 -1.97353 2.78457 0.070 -0.029 0.065
C 2.34857 -1.50116 1.55833 0.054 0.013 -0.181
C 1.14559 -0.81915 1.50038 -0.821 0.397 0.051
I 1.51830 0.25496 -1.47734 -0.330 -0.114 -0.098
C -1.67523 2.46623 0.87114 -0.175 0.002 0.103
O -0.96122 1.63842 0.13011 0.130 0.069 -0.013
H -2.72217 4.26183 -1.68515 0.060 0.022 0.049
H -1.17562 4.89233 -1.13114 0.020 -0.002 0.000
H -1.29703 3.19794 -1.63326 -0.011 0.008 0.009
H -3.90762 4.93867 2.71743 -0.001 0.002 -0.003
H -3.87419 3.67358 4.66245 -0.003 -0.002 -0.005
H -3.46153 1.96406 4.57784 0.005 -0.001 0.001
H -1.55903 3.98631 5.04991 0.000 -0.005 0.004
H -1.11382 1.26253 4.01270 0.027 0.000 0.002
H 0.30895 -0.85913 4.81745 0.032 -0.030 0.004
H 2.41963 -2.15295 4.89005 -0.019 0.012 0.015
H 3.73290 -2.51339 2.84241 -0.009 0.000 0.004
H 2.93327 -1.66754 0.66102 -0.019 -0.004 -0.011
C -4.57310 3.91899 -4.09634 0.004 0.008 0.001
C -4.18277 2.74639 -3.24092 -0.044 -0.068 -0.031
C -3.13626 1.90991 -3.61104 -0.027 -0.024 -0.023
C -2.77611 0.81932 -2.83276 0.010 0.003 -0.020
C -3.48276 0.57018 -1.66898 0.008 0.041 0.069
C -4.52781 1.39497 -1.26801 0.020 0.031 0.016
C -4.86875 2.47762 -2.05597 -0.020 -0.027 -0.030
S -3.11873 -0.80896 -0.64303 -0.032 -0.027 -0.023
O -2.74547 -0.29771 0.70162 0.089 -0.061 -0.003
O -4.22312 -1.72093 -0.65626 0.043 -0.045 -0.022
N -1.71976 -1.33864 -1.20213 -0.216 0.132 -0.281
C -1.39978 -2.62274 -0.73123 -0.024 0.004 -0.177
C -1.98938 -3.81817 -1.12780 0.042 -0.003 -0.012
C -1.55209 -4.97001 -0.50581 0.023 -0.004 0.017
C -0.55989 -4.90353 0.47232 -0.005 0.027 -0.037
C -0.03008 -3.67167 0.79285 0.131 -0.050 -0.071
N -0.44270 -2.55783 0.18449 -0.342 0.314 0.318
H -3.75619 4.21918 -4.75114 0.003 0.000 -0.001
H -4.85588 4.77505 -3.48345 -0.001 0.006 0.003
H -5.42976 3.66814 -4.72539 0.001 -0.003 0.006
H -2.57979 2.11857 -4.51661 -0.001 0.001 -0.002
H -1.94860 0.18235 -3.11333 -0.003 -0.008 0.002
H -5.05927 1.19511 -0.34592 -0.001 -0.007 0.000
H -5.67285 3.13257 -1.74308 0.001 0.003 0.002
H -2.76751 -3.81708 -1.87595 -0.001 -0.005 -0.001
H -1.98568 -5.92465 -0.77422 0.001 -0.002 0.002
H -0.20910 -5.79151 0.97765 -0.008 -0.007 -0.003
H 0.74238 -3.55109 1.54242 -0.024 0.002 0.006
```
Forces are in eV/Å.

HOMO level	-0.3007	Ha


[4]
ORCA calculation (ωB97M-V with the def2-TZVPD basis set) on a 2-piece molecular cluster, CH2N2O overall.

```
6
Properties=species:S:1:pos:R:3:forces:R:3
C 0.20479 -0.33687 -0.54724 1.966 -1.674 -0.778
N -0.55076 -0.29176 0.58381 -5.022 1.608 -1.912
N 0.59820 0.64547 0.33784 -0.422 0.861 0.480
O 0.49737 -0.90955 -1.56077 -0.728 1.004 1.127
H -1.91465 0.37276 0.01115 3.687 -1.671 1.742
H 1.16506 0.51995 1.17520 0.518 -0.127 -0.660
```
Forces are in eV/Å.

HOMO level (alpha / beta)	-0.3798 / -0.3798	Ha


Computed values of E (unit: eV) for the preceding records, in sequence: -9670.818 -17572.621 -83539.374 -6092.096.
Computed values of energy above the lowest of the compared OMol25 structures with the same formula, charge and spin (unit: kJ/mol) for the preceding records, in sequence: 224.2 59.1 42.2 474.2.
Computed values of maximum force (unit: eV/Å) for the preceding records, in sequence: 7.021 2.086 1.280 5.609.